Record 1
DFT (ωB97M-V with the def2-TZVPD basis set) results for a cluster of 2 separate species, C33H38N3O5S in total.

Structure (XYZ):
```
80
C33H38N3O5S (ωB97M-V with the def2-TZVPD basis set)
S -3.149 2.181 1.057
O -3.424 4.347 -6.386
O 3.835 3.023 4.759
O -0.377 3.027 -0.038
O 2.076 -5.106 -1.159
O -5.147 4.887 -5.137
N 1.544 -3.424 -2.642
N 0.198 -2.135 -1.376
N -4.037 4.328 -5.291
C 0.706 2.437 2.055
C 1.577 -5.821 2.827
C 2.949 -5.939 3.078
C -1.928 0.881 -1.292
C -1.657 2.215 -3.408
C 1.091 -4.721 2.112
C 0.696 -3.182 -0.476
C 2.224 -3.991 -3.783
C -0.614 -1.156 -0.937
C 2.043 2.229 1.689
C 1.423 2.958 4.323
C -4.156 1.351 2.308
C -1.582 1.638 1.427
C 3.827 -4.934 2.659
C 1.525 -4.044 -1.426
C -2.172 3.062 -4.378
C -4.162 3.404 -2.997
C -0.414 -2.487 -3.780
C 1.565 -1.026 -3.134
C 3.062 2.384 2.608
C 1.481 -2.649 0.720
C 2.774 2.795 3.934
C 0.415 2.810 3.372
C -3.691 2.465 -2.095
C 3.575 3.510 6.104
C 0.703 -2.243 -2.751
C -0.421 2.397 1.037
C -2.391 1.887 -2.216
C -3.455 3.614 -4.207
C -1.053 -0.103 -1.733
C 3.340 -3.830 1.956
C -3.517 3.945 1.330
C 1.980 -3.751 1.631
H 0.884 -6.594 3.167
H 1.494 -4.257 -4.560
H -4.362 2.119 -1.304
H 2.272 1.934 0.668
H -4.310 2.019 3.160
H 2.508 -1.059 -2.566
H 4.095 2.205 2.327
H -5.083 3.954 -2.829
H -5.100 1.106 1.806
H 2.330 -2.068 0.330
H 1.053 -0.086 -2.909
H 0.816 -1.972 1.277
H 2.920 -3.252 -4.199
H -0.635 2.984 3.622
H -3.762 4.128 2.382
H -0.856 -0.112 -2.810
H -4.394 4.155 0.701
H -1.622 3.299 -5.287
H 3.057 4.482 6.086
H -0.022 -2.336 -4.793
H 0.019 -4.630 1.907
H 3.335 -6.812 3.603
H 1.779 -1.071 -4.210
H 4.014 -3.040 1.616
H 2.774 -4.883 -3.473
H -0.788 -3.516 -3.684
H -1.504 0.848 2.199
H -2.671 4.556 0.997
H -3.624 0.442 2.600
H -1.254 -1.809 -3.626
H 4.564 3.613 6.560
H 2.960 2.798 6.675
H -0.154 -3.800 -0.129
H -2.505 0.651 -0.392
H -0.665 1.794 -3.591
H 4.896 -5.018 2.858
H -0.916 -1.205 0.117
H 1.193 3.201 5.358
```

## Properties
Net charge: +1
E_HOMO (eV): -10.4
Kohn-Sham gap (eV): 5.5
LUMO energy (eV): -4.8782
Energy relative to the best compared isomer or geometry (same formula, charge and spin) (eV): 1.110

Atomic partial charges in e from the Mulliken method, atoms 1 to 2: atom 1 (S): 0.958, atom 2 (O): -0.553

Record 2
DFT (ωB97M-V with the def2-TZVPD basis set) results for an isolated molecule of C5H8N2.

Structure (XYZ):
```
15
C5H8N2 (ωB97M-V with the def2-TZVPD basis set)
N -1.239 0.111 -0.964
N 0.173 0.869 0.567
C -0.580 -0.957 -0.397
C -0.679 -2.262 -1.121
C 0.276 -0.511 0.578
C -0.751 1.171 -0.380
C 1.056 1.838 1.181
H 0.120 -2.958 -0.854
H -0.561 -1.997 -2.177
H 0.932 -1.018 1.276
H 2.001 1.361 1.451
H -1.652 -2.755 -1.024
H -0.979 2.193 -0.652
H 0.611 2.296 2.069
H 1.271 2.620 0.447
```

## Properties
E_HOMO (eV): -8.4
Structure (SMILES): Cc1cn(C)cn1
Kohn-Sham gap (eV): 9.3
LUMO energy (eV): 0.8947
Energy relative to the best compared isomer or geometry (same formula, charge and spin) (eV): 0.259

Atomic partial charges in e from the Mulliken method, atoms 1 to 2: atom 1 (N): -0.646, atom 2 (N): 0.140

Record 3
DFT (ωB97M-V with the def2-TZVPD basis set) results for a cluster of 2 separate species, C2H10NO in total.

Structure (XYZ):
```
14
C2H10NO (ωB97M-V with the def2-TZVPD basis set)
O 0.454 -0.518 -1.579
N -0.532 0.319 0.982
C 1.640 0.224 -1.857
C -1.547 -0.300 1.938
H 2.465 -0.028 -1.219
H 1.833 0.178 -2.919
H -0.726 0.171 -0.019
H -1.681 -1.322 1.587
H 0.351 -1.233 -2.183
H -0.565 1.332 1.127
H -2.494 0.222 1.844
H -1.060 -0.453 2.895
H 0.448 0.110 1.182
H 1.413 1.300 -1.779
```

## Properties
Net charge: +1
E_HOMO (eV): -14.9
Kohn-Sham gap (eV): 11.3
LUMO energy (eV): -3.6093
Energy relative to the best compared isomer or geometry (same formula, charge and spin) (eV): 1.061

Atomic partial charges in e from the Mulliken method, atoms 1 to 2: atom 1 (O): -0.521, atom 2 (N): -0.336

Record 4
DFT (ωB97M-V with the def2-TZVPD basis set) results for a cluster of 7 separate species, C22H50N5O8 in total.

Structure (XYZ):
```
85
C22H50N5O8 (ωB97M-V with the def2-TZVPD basis set)
O 1.348 -6.153 5.471
O -0.319 2.948 0.690
O 1.621 -4.946 2.332
O -2.131 -0.617 5.310
O 3.034 -5.288 -4.290
O -3.917 -1.697 -1.418
O 0.910 1.133 -2.222
O 2.455 -3.721 -1.748
N -0.365 0.682 0.955
N -1.434 1.795 -4.378
N 1.015 -0.860 1.689
N 0.441 0.987 3.153
N -0.226 -0.245 -0.011
C 2.707 -4.956 1.400
C -2.236 4.422 0.878
C 1.184 5.021 -0.815
C -1.185 1.873 0.852
C 0.403 0.267 1.996
C 3.779 -3.203 -1.653
C 1.180 4.604 -2.297
C -0.483 0.909 -2.216
C -2.173 6.637 -0.039
C -0.885 6.369 -0.491
C 3.067 -5.540 -5.698
C -2.867 5.650 0.650
C -3.441 -3.045 -1.356
C -4.265 5.881 1.167
C 0.853 -4.857 5.757
C -0.844 -0.286 -1.333
C 2.140 4.173 0.017
C -0.230 5.150 -0.274
C -0.944 4.171 0.418
C -1.641 -1.961 5.330
C 0.609 -1.152 0.458
C -0.972 0.635 -3.638
H -0.476 -1.177 -1.832
H -2.609 7.605 -0.221
H 1.647 -4.109 5.662
H -1.895 1.770 0.033
H 3.924 -2.832 -0.640
H 1.667 -6.141 4.562
H -2.936 -3.326 -2.283
H 0.031 -4.605 5.077
H -4.545 -1.648 -2.144
H -0.214 0.077 -4.183
H 3.065 -5.978 1.310
H 3.945 -5.196 -3.996
H 2.020 3.107 -0.157
H -2.349 2.076 -4.057
H 1.591 6.029 -0.805
H 0.330 5.077 -2.782
H -0.885 -2.022 6.108
H 2.073 4.998 -2.773
H 3.533 -4.710 -6.232
H 3.522 -4.324 1.761
H 4.519 -3.983 -1.849
H 2.041 -5.651 -6.036
H -0.982 1.814 -1.861
H 2.343 -4.048 -2.651
H -2.733 -3.109 -0.532
H -1.924 -0.383 -1.263
H 1.164 3.528 -2.429
H 2.382 -4.611 0.418
H 2.063 4.387 1.078
H -4.731 6.732 0.686
H 0.948 -2.019 -0.085
H -4.857 4.981 1.036
H 1.315 -4.039 2.411
H -0.788 2.566 -4.269
H -2.443 -2.664 5.557
H -2.809 -0.566 4.632
H -1.754 1.933 1.776
H 3.614 -6.460 -5.910
H 0.483 -4.857 6.779
H 3.158 4.404 -0.293
H 1.233 1.518 3.460
H -4.210 6.102 2.231
H -0.361 7.138 -1.040
H 1.176 1.636 -1.444
H -1.825 -0.039 -3.536
H -0.335 0.892 3.789
H -2.799 3.695 1.444
H 3.930 -2.380 -2.357
H -1.185 -2.229 4.372
H -4.261 -3.739 -1.169
```

## Properties
Net charge: +1
E_HOMO (eV): -11.3
Kohn-Sham gap (eV): 8.4
LUMO energy (eV): -2.9654

Atomic partial charges in e from the Mulliken method, atoms 1 to 2: atom 1 (O): -0.536, atom 2 (O): -0.131

Record 5
DFT (ωB97M-V with the def2-TZVPD basis set) results for a cluster of 2 separate species, C3H3IO2 in total.

Structure (XYZ):
```
9
C3H3IO2 (ωB97M-V with the def2-TZVPD basis set)
I -2.050 -0.947 -1.259
O -0.579 1.341 -2.542
O 0.288 0.865 -1.681
C 0.690 -0.484 0.156
C -0.155 0.051 -0.840
C 1.401 -1.147 0.844
H -1.165 0.905 1.756
H -0.446 1.017 2.023
H 2.017 -1.601 1.542
```

## Properties
E_HOMO (spin up / spin down) (eV): -9.4 / -9.4
Kohn-Sham gap (spin up / spin down) (eV): 8.0 / 8.0
LUMO energy (spin up / spin down) (eV): -1.3265 / -1.3264
Energy relative to the best compared isomer or geometry (same formula, charge and spin) (eV): 7.390

Atomic partial charges in e from the Mulliken method, atoms 1 to 2: atom 1 (I): 0.190, atom 2 (O): -0.542

Record 6
DFT (ωB97M-V with the def2-TZVPD basis set) results for a structure of composition C29H21Cl2IrN5O2SSeTe.

Structure (XYZ):
```
63
C29H21Cl2IrN5O2SSeTe (ωB97M-V with the def2-TZVPD basis set)
Ir 0.079 1.585 -0.413
Te -3.073 2.378 -0.173
Se -4.505 3.909 -1.667
Cl -2.933 0.051 3.547
Cl -0.420 4.140 6.017
S 2.071 -6.661 1.980
O -1.569 1.104 1.110
O 0.298 -6.523 0.003
N 0.288 3.035 1.011
N -1.460 2.678 -1.297
N -0.079 0.028 -1.822
N -0.225 -2.028 -2.525
N -3.646 4.131 -3.195
C 0.872 -7.235 0.780
C -1.603 -1.492 -0.517
C 1.704 -0.792 0.858
C 1.875 -2.160 1.224
C 0.008 3.315 -3.012
C -1.322 3.290 -2.545
C 1.354 0.305 0.457
C -2.320 3.850 -3.408
C 2.011 -4.917 1.721
C 2.917 -2.937 0.700
C 0.798 4.724 3.206
C -0.652 -1.141 -1.600
C -1.249 1.741 2.254
C -1.914 4.242 -4.706
C 1.109 4.120 0.889
C 0.373 3.744 -4.266
C -0.708 3.218 4.550
C 0.994 -4.152 2.287
C -1.830 1.410 3.474
C 0.928 -2.793 2.047
C 0.668 -1.400 -3.367
C -0.067 3.607 3.360
C -0.330 2.804 2.220
C 0.748 -0.126 -2.915
C 2.981 -4.299 0.942
C -1.561 2.133 4.625
C 1.361 4.959 1.939
C 0.698 -8.738 0.802
C -0.614 4.190 -5.144
H 0.479 -9.081 1.813
H 1.625 -9.216 0.480
H 3.658 -2.457 0.074
H -2.702 4.625 -5.342
H -0.107 -9.014 0.127
H -2.628 -1.261 -0.817
H -1.534 -2.557 -0.289
H 0.128 -2.197 2.469
H 1.416 3.730 -4.557
H 0.243 -4.631 2.904
H 1.338 0.692 -3.289
H -0.488 -2.997 -2.538
H 3.775 -4.893 0.506
H 2.019 5.804 1.779
H -0.363 4.514 -6.146
H 1.155 -1.906 -4.180
H 1.558 4.266 -0.084
H 0.997 5.376 4.043
H -2.019 1.858 5.563
H -1.378 -0.915 0.379
H 0.771 2.964 -2.322
```

## Properties
Net charge: -1
E_HOMO (spin up / spin down) (eV): -2.1 / -4.2
Kohn-Sham gap (spin up / spin down) (eV): 4.1 / 4.9
Spin multiplicity: 5
LUMO energy (spin up / spin down) (eV): 2.0656 / 0.6474

Atomic partial charges in e from the Mulliken method, atoms 1 to 2: atom 1 (Ir): 1.483, atom 2 (Te): 0.429

Repeat the sixth record exactly.
DFT (ωB97M-V with the def2-TZVPD basis set) results for a structure of composition C29H21Cl2IrN5O2SSeTe.

Structure (XYZ):
```
63
C29H21Cl2IrN5O2SSeTe (ωB97M-V with the def2-TZVPD basis set)
Ir 0.079 1.585 -0.413
Te -3.073 2.378 -0.173
Se -4.505 3.909 -1.667
Cl -2.933 0.051 3.547
Cl -0.420 4.140 6.017
S 2.071 -6.661 1.980
O -1.569 1.104 1.110
O 0.298 -6.523 0.003
N 0.288 3.035 1.011
N -1.460 2.678 -1.297
N -0.079 0.028 -1.822
N -0.225 -2.028 -2.525
N -3.646 4.131 -3.195
C 0.872 -7.235 0.780
C -1.603 -1.492 -0.517
C 1.704 -0.792 0.858
C 1.875 -2.160 1.224
C 0.008 3.315 -3.012
C -1.322 3.290 -2.545
C 1.354 0.305 0.457
C -2.320 3.850 -3.408
C 2.011 -4.917 1.721
C 2.917 -2.937 0.700
C 0.798 4.724 3.206
C -0.652 -1.141 -1.600
C -1.249 1.741 2.254
C -1.914 4.242 -4.706
C 1.109 4.120 0.889
C 0.373 3.744 -4.266
C -0.708 3.218 4.550
C 0.994 -4.152 2.287
C -1.830 1.410 3.474
C 0.928 -2.793 2.047
C 0.668 -1.400 -3.367
C -0.067 3.607 3.360
C -0.330 2.804 2.220
C 0.748 -0.126 -2.915
C 2.981 -4.299 0.942
C -1.561 2.133 4.625
C 1.361 4.959 1.939
C 0.698 -8.738 0.802
C -0.614 4.190 -5.144
H 0.479 -9.081 1.813
H 1.625 -9.216 0.480
H 3.658 -2.457 0.074
H -2.702 4.625 -5.342
H -0.107 -9.014 0.127
H -2.628 -1.261 -0.817
H -1.534 -2.557 -0.289
H 0.128 -2.197 2.469
H 1.416 3.730 -4.557
H 0.243 -4.631 2.904
H 1.338 0.692 -3.289
H -0.488 -2.997 -2.538
H 3.775 -4.893 0.506
H 2.019 5.804 1.779
H -0.363 4.514 -6.146
H 1.155 -1.906 -4.180
H 1.558 4.266 -0.084
H 0.997 5.376 4.043
H -2.019 1.858 5.563
H -1.378 -0.915 0.379
H 0.771 2.964 -2.322
```

## Properties
Net charge: -1
E_HOMO (spin up / spin down) (eV): -2.1 / -4.2
Kohn-Sham gap (spin up / spin down) (eV): 4.1 / 4.9
Spin multiplicity: 5
LUMO energy (spin up / spin down) (eV): 2.0656 / 0.6474

Atomic partial charges in e from the Mulliken method, atoms 1 to 2: atom 1 (Ir): 1.483, atom 2 (Te): 0.429

- Which formula does entry 1 have?
  C33H38N3O5S